# 1
Entry from OMol25: a structure of composition C13H25O7Rb (ωB97M-V with the def2-TZVPD basis set).

The geometry in XYZ format:
```
46
Properties=species:S:1:pos:R:3:lowdin_charge:R:1
Rb -3.815 0.963 -2.548 1.3342
O -0.504 0.040 -0.553 -0.2008
C -1.794 -0.120 -0.728 -0.7950
O -2.349 -1.110 -0.280 0.0596
O -2.436 0.669 -1.438 -0.6974
H -0.609 0.804 -1.124 0.1060
C -2.639 3.527 1.725 -0.0053
C -1.479 2.982 0.976 -0.4342
O -0.386 2.712 1.509 0.0612
C -1.631 2.496 -0.408 -0.0328
H -3.002 4.453 1.278 0.0926
H -2.257 3.661 2.737 0.0882
H -3.384 2.737 1.825 0.0921
H -0.765 1.851 -0.557 0.0578
H -1.594 3.318 -1.123 0.1279
H -2.523 1.897 -0.591 0.0414
C 0.241 -3.442 1.653 0.0117
C 0.302 -1.988 1.275 -0.4419
O 1.395 -1.394 1.256 -0.0305
C -0.992 -1.268 1.174 -0.0622
H 1.194 -3.906 1.398 0.0818
H -0.544 -3.904 1.055 0.0911
H 0.058 -3.434 2.728 0.0998
H -1.490 -1.831 0.384 0.0256
H -0.969 -0.194 0.993 0.1143
H -1.483 -1.386 2.140 0.1288
C 2.529 -2.654 -1.063 -0.0117
C 1.300 -2.346 -1.890 -0.3562
O 1.288 -2.726 -3.096 0.0151
C 0.147 -1.576 -1.280 -0.1202
H 3.287 -1.874 -1.140 0.0860
H 2.842 -3.647 -1.385 0.0898
H 2.301 -2.796 -0.007 0.0526
H -0.403 -1.081 -2.080 0.1534
H 0.561 -0.912 -0.521 -0.0095
H -0.484 -2.369 -0.879 0.1322
C 1.658 0.179 -0.448 -0.0431
C 1.836 1.723 -0.648 -0.3827
O 1.343 2.309 -1.638 0.0294
C 2.526 2.462 0.406 -0.0274
H 2.586 -0.380 -0.570 0.0995
H 0.986 -0.220 -1.207 0.0507
H 1.209 -0.114 0.501 0.0657
H 1.951 3.364 0.614 0.0804
H 3.590 2.650 0.259 0.0950
H 2.401 1.875 1.315 0.0868
```

Values from the calculation:
- Frontier orbital gap: 6.880 eV
- Energy above the lowest of the compared OMol25 structures with the same formula, charge and spin: 468.9 kcal per mole
- Maximum force: 18.82 eV Å⁻¹
- LUMO: -0.77 eV

=====

# 2
Entry from OMol25: a structure of composition C6H15N6 (ωB97M-V with the def2-TZVPD basis set).

The geometry in XYZ format:
```
27
Properties=species:S:1:pos:R:3:lowdin_charge:R:1
C -0.007 -0.165 -0.712 0.0309
C 0.403 -0.245 0.531 -0.2899
C -0.417 0.093 2.851 -0.1376
C 2.336 -1.405 -0.152 -0.4231
C -1.361 0.264 -2.825 -0.0278
C -1.000 0.745 -1.374 -0.3924
N 1.561 -1.051 -1.428 0.1137
N 1.436 -1.058 0.929 0.0977
N -1.235 0.568 3.751 0.1675
N 3.613 -0.780 0.087 0.0844
N -2.097 0.989 -0.426 0.0053
N -0.502 0.215 1.548 0.1420
H 0.480 -0.494 3.211 0.1714
H 2.639 -2.424 -0.163 0.1281
H -1.395 0.942 -3.636 0.0635
H -0.563 -0.394 -3.118 0.0671
H -2.358 -0.110 -2.757 0.0665
H -0.324 1.771 -1.517 0.1946
H 2.152 -0.296 -1.866 0.0811
H 1.816 -1.020 1.805 0.0816
H -0.917 0.706 4.724 0.1529
H -1.898 1.272 3.371 0.1545
H 4.342 -1.219 -0.364 0.0494
H 3.600 0.210 -0.095 0.0817
H -2.620 1.863 -0.318 0.1129
H -2.733 0.139 -0.603 0.1457
H -1.259 0.646 1.041 0.0782
```

Values from the calculation:
- Frontier orbital gap: 8.193 eV
- Energy above the lowest of the compared OMol25 structures with the same formula, charge and spin: 87.5 kcal per mole
- Maximum force: 4.93 eV Å⁻¹
- Total charge: +1
- LUMO: -3.35 eV

=====

# 3
Entry from OMol25: a structure of composition C33H37ClO2Si2Zn (ωB97M-V with the def2-TZVPD basis set).

The geometry in XYZ format:
```
76
Properties=species:S:1:pos:R:3:lowdin_charge:R:1
C 2.468 4.209 3.783 -0.1637
C 3.219 3.172 3.178 -0.1871
C 2.915 3.157 1.798 -0.1915
H 3.903 2.510 3.683 0.0968
C 1.976 4.184 1.544 -0.1609
C 1.702 4.831 2.770 -0.1825
H 1.022 5.655 2.910 0.0940
H 2.482 4.480 4.826 0.1005
H 3.328 2.491 1.061 0.0957
H 1.530 4.402 0.589 0.0993
Zn 1.011 2.666 2.944 0.5162
Si -3.729 -3.109 -2.604 0.7304
C -2.557 -4.553 -2.391 -0.3432
C -2.979 -5.865 -2.621 -0.1129
H -3.994 -6.054 -2.948 0.0917
C -2.114 -6.936 -2.444 -0.0911
H -2.459 -7.945 -2.629 0.1002
C -0.808 -6.711 -2.035 -0.0891
H -0.131 -7.545 -1.899 0.1006
C -0.369 -5.414 -1.806 -0.0873
H 0.651 -5.235 -1.491 0.0889
C -1.236 -4.347 -1.984 -0.1086
H -0.876 -3.339 -1.813 0.1008
C -3.250 -2.082 -4.094 -0.3270
C -2.213 -2.490 -4.939 -0.1014
H -1.662 -3.396 -4.717 0.0938
C -1.867 -1.744 -6.055 -0.0886
H -1.061 -2.074 -6.697 0.1005
C -2.552 -0.572 -6.348 -0.0929
H -2.281 0.012 -7.218 0.0994
C -3.581 -0.149 -5.519 -0.0923
H -4.114 0.766 -5.739 0.0997
C -3.924 -0.899 -4.402 -0.1149
H -4.725 -0.552 -3.759 0.0972
H -3.719 -2.214 -1.415 -0.0240
Si 0.495 0.992 1.186 0.4619
C 0.494 1.724 -0.561 -0.3312
C 1.359 1.227 -1.538 -0.0952
H 1.921 0.321 -1.345 0.0920
C 1.502 1.859 -2.767 -0.0888
H 2.176 1.449 -3.509 0.0985
C 0.772 3.004 -3.050 -0.0982
H 0.879 3.497 -4.008 0.0966
C -0.099 3.512 -2.094 -0.0981
H -0.681 4.399 -2.310 0.0974
C -0.229 2.881 -0.867 -0.1369
H -0.917 3.287 -0.136 0.0951
C 1.640 -0.518 1.050 -0.3367
C 2.998 -0.390 1.349 -0.1259
H 3.373 0.564 1.700 0.0683
C 3.874 -1.460 1.222 -0.0904
H 4.923 -1.335 1.459 0.0991
C 3.401 -2.692 0.793 -0.0957
H 4.078 -3.532 0.696 0.0978
C 2.054 -2.842 0.490 -0.0846
H 1.679 -3.801 0.154 0.0836
C 1.188 -1.766 0.613 -0.1221
H 0.140 -1.896 0.374 0.0568
H -5.105 -3.660 -2.737 -0.0274
Cl -1.481 0.041 1.287 0.2087
C -1.202 4.264 3.585 -0.0880
O -0.852 2.944 3.238 -0.2999
C -1.238 2.041 4.261 -0.1846
C -0.011 1.616 5.037 -0.1938
O 0.942 1.164 4.105 -0.3083
C 2.129 0.841 4.799 -0.0814
H -1.069 4.911 2.697 0.1047
H -0.595 4.629 4.442 0.1090
H -2.287 4.344 3.819 0.1109
H -2.002 2.436 4.972 0.1494
H -1.691 1.150 3.786 0.0984
H -0.302 0.809 5.747 0.1562
H 0.369 2.505 5.593 0.1433
H 2.887 0.481 4.077 0.0950
H 2.531 1.703 5.375 0.1041
H 1.953 -0.010 5.494 0.1137
```

Values from the calculation:
- Frontier orbital gap: 6.612 eV
- Energy above the lowest of the compared OMol25 structures with the same formula, charge and spin: 12.7 kcal per mole
- Maximum force: 3.75 eV Å⁻¹
- LUMO: -0.01 eV

=====

# 4
Entry from OMol25: a cluster of 5 separate species, C11H25Br8O4P in total (ωB97M-V with the def2-TZVPD basis set).

The geometry in XYZ format:
```
49
Properties=species:S:1:pos:R:3:lowdin_charge:R:1
C -0.580 1.448 -2.871 -0.0771
O 0.499 2.253 -3.444 -0.2143
P 1.975 1.611 -3.499 0.3380
O 3.040 2.484 -4.011 -0.2431
O 2.185 1.154 -2.010 -0.3397
C 3.375 0.328 -1.674 -0.0477
O 1.848 0.221 -4.287 -0.2349
C 2.683 -0.102 -5.437 -0.0673
H -1.021 2.080 -2.163 0.0667
H -0.092 0.580 -2.425 0.0404
H -1.276 1.075 -3.654 0.1034
H 3.188 0.090 -0.619 0.0447
H 4.301 0.940 -1.746 0.1018
H 3.348 -0.557 -2.307 0.0842
H 2.278 0.340 -6.340 0.0874
H 2.694 -1.171 -5.423 0.0790
H 3.686 0.290 -5.392 0.0779
Br -4.763 -0.311 0.238 0.5638
C -4.657 -2.240 -0.381 -0.5885
C -3.466 -2.421 -1.288 -0.6839
Br -1.749 -2.173 -0.406 0.6497
H -5.660 -2.410 -0.749 0.0539
H -4.534 -2.768 0.550 0.0293
H -3.568 -1.831 -2.186 0.0561
H -3.503 -3.468 -1.631 0.0660
Br 3.572 5.384 2.715 0.5362
C 1.878 4.790 1.814 -0.6363
C 2.124 3.775 0.701 -0.6705
Br 3.289 4.471 -0.792 0.5759
H 1.426 5.622 1.306 0.0500
H 1.271 4.287 2.542 0.0429
H 1.115 3.599 0.281 0.0440
H 2.633 2.874 1.087 0.0435
Br 0.565 0.518 0.508 0.7468
C -0.194 0.376 2.274 -0.6969
C -1.683 0.555 2.177 -0.6856
Br -2.043 2.503 1.836 0.5502
H 0.287 1.065 3.055 0.0930
H -0.052 -0.575 2.748 0.0439
H -2.246 0.265 3.059 0.0455
H -2.054 -0.049 1.395 -0.0765
Br -2.945 -2.884 3.889 0.5654
C -1.828 -4.548 4.091 -0.6548
C -0.623 -4.174 4.928 -0.6524
Br 0.347 -5.920 5.248 0.5590
H -1.659 -4.851 3.089 0.0317
H -2.465 -5.259 4.680 0.0703
H -1.018 -3.876 5.941 0.0665
H 0.073 -3.389 4.584 0.0621
```

Values from the calculation:
- Frontier orbital gap: 9.680 eV
- Energy above the lowest of the compared OMol25 structures with the same formula, charge and spin: 0.0 kcal per mole
- Maximum force: 2.33 eV Å⁻¹
- Structure (SMILES): COP(=O)(OC)OC.BrCCBr.BrCCBr.BrCCBr.BrCCBr
- LUMO: 0.07 eV

=====

# 5
Entry from OMol25: a structure of composition C22H36MoO2P2 (ωB97M-V with the def2-TZVPD basis set).

The geometry in XYZ format:
```
63
Properties=species:S:1:pos:R:3:lowdin_charge:R:1
P 1.706 3.339 -0.028 0.6643
P -0.807 2.377 -1.814 0.9806
C 1.031 4.455 -1.349 -0.3699
C -0.461 4.172 -1.429 -0.3931
H 1.539 4.221 -2.304 0.0904
H 1.228 5.496 -1.073 0.1010
H -0.964 4.441 -0.493 0.0876
H -0.939 4.687 -2.268 0.0925
C -0.892 2.593 -3.692 -0.1879
H -1.181 1.655 -4.182 0.0600
H 0.052 2.968 -4.106 0.0524
H -1.670 3.343 -3.912 0.0538
C -2.652 2.768 -1.767 -0.2461
H -2.945 3.490 -2.542 0.0582
H -2.951 3.164 -0.780 0.0531
H -3.178 1.821 -1.966 0.0712
C 3.504 3.400 -0.369 -0.2542
H 3.700 2.497 -1.083 0.0200
H 4.045 3.318 0.592 0.0820
H 3.744 4.345 -0.879 0.0756
C 1.087 3.849 1.551 -0.2038
H -0.005 3.696 1.532 0.0540
H 1.302 4.893 1.804 0.0765
H 1.471 3.208 2.358 0.0712
Mo 2.119 1.532 -1.140 0.7247
C -2.679 -1.902 -0.315 -0.0855
C -1.824 -1.813 -1.352 -0.0888
C -0.624 -0.926 -1.537 -0.2143
C -0.511 0.084 -0.386 -0.2697
C -1.696 0.966 -0.328 -0.1191
C -2.565 1.143 0.675 -0.0473
C -3.341 0.016 1.290 -0.1375
C -2.742 -1.410 1.109 -0.1771
C 3.346 0.277 0.417 -0.0873
H -3.561 -2.528 -0.521 0.1135
H -1.959 -2.549 -2.157 0.1179
H -0.620 -0.453 -2.550 0.1071
H 0.272 -1.589 -1.515 0.0989
H -0.342 -0.507 0.525 0.1067
H 0.476 0.742 -0.581 -0.0098
H 2.864 1.369 0.451 -0.0446
H -2.866 2.134 1.046 0.1320
H -4.349 -0.028 0.846 0.1408
H -3.491 0.223 2.358 0.1293
H -1.830 -1.563 1.708 0.0897
H -3.493 -2.079 1.563 0.1199
H 2.918 -0.295 1.245 0.0621
H 4.443 0.393 0.499 0.0713
H 3.106 -0.291 -0.523 0.0420
O 1.010 -2.846 0.071 -0.0009
C 0.644 -3.081 1.251 -0.5939
O 0.160 -2.297 2.115 -0.0206
C 0.828 -4.533 1.680 -0.0299
C 0.273 -4.977 2.890 0.0403
C 0.444 -6.297 3.323 0.0052
C 1.194 -7.197 2.545 0.0322
C 1.743 -6.770 1.324 -0.0050
C 1.550 -5.453 0.888 0.0503
H -0.299 -4.272 3.492 0.1326
H 0.006 -6.617 4.269 0.1291
H 1.354 -8.220 2.887 0.1372
H 2.320 -7.462 0.708 0.1271
H 1.957 -5.118 -0.067 0.1320
```

Values from the calculation:
- 2S+1: 3
- Frontier orbital gap (alpha / beta): 5.691 / 4.441 eV
- <S²>: 2.064
- Energy above the lowest of the compared OMol25 structures with the same formula, charge and spin: 24.2 kcal per mole
- Maximum force: 4.62 eV Å⁻¹
- Total charge: +2
- LUMO (alpha / beta): -7.69 / -8.89 eV

=====

# 6
Entry from OMol25: the ion C4H10N3 with charge +1 (ωB97M-V with the def2-TZVPD basis set).

The geometry in XYZ format:
```
17
Properties=species:S:1:pos:R:3:lowdin_charge:R:1
N 1.964 1.036 0.073 0.1773
N 0.386 0.402 0.164 -0.1415
C -0.056 -0.258 1.568 0.0565
C -0.372 -1.486 0.692 -0.0649
N 0.108 -0.793 -0.520 -0.0669
C -0.846 -0.184 -1.439 -0.1197
C -0.631 1.129 -0.678 -0.0613
H 2.720 0.631 0.572 0.0568
H 2.281 0.818 -0.873 0.0815
H -0.864 0.314 2.101 0.1508
H 0.846 -0.414 2.084 0.0998
H 0.165 -2.348 0.877 0.1065
H -1.404 -1.547 0.680 0.1028
H -1.930 -0.563 -1.455 0.1536
H -0.542 -0.295 -2.494 0.1254
H -0.275 2.000 -1.364 0.1566
H -1.550 1.557 0.012 0.1868
```

Values from the calculation:
- Frontier orbital gap: 10.840 eV
- Energy above the lowest of the compared OMol25 structures with the same formula, charge and spin: 142.7 kcal per mole
- Maximum force: 3.89 eV Å⁻¹
- Structure (SMILES): N[N+]12CCN1CC2
- Total charge: +1
- LUMO: -3.56 eV